{
  "formula": "C5H8N2",
  "method": "ωB97M-V/def2-TZVPD",
  "elements": ["C", "C", "C", "C", "N", "N", "C", "H", "H", "H", "H", "H", "H", "H", "H"],
  "coordinates": [[-2.19, 0.47, 0.23], [-1.24, 0.04, -0.77], [1.02, 0.41, -0.43], [0.20, 1.56, -0.77], [-0.10, 2.67, -1.02], [0.81, -0.37, 0.55], [1.89, -1.33, 0.79], [-1.90, 1.39, 0.75], [-2.93, 0.83, -0.54], [-2.68, -0.25, 0.88], [-1.29, -0.99, -1.15], [1.84, 0.24, -1.14], [2.55, -1.42, -0.09], [1.55, -2.32, 1.10], [2.48, -0.92, 1.61]],
  "homo_energy_ev": [-7.9, -7.9],
  "orbital_gap_ev": [7.8, 7.8],
  "relative_energy_kcal_mol": 143.7,
  "lumo_energy_ev": [-0.14, -0.14]
}

---

{
  "formula": "C5H8N2",
  "method": "ωB97M-V/def2-TZVPD",
  "elements": ["C", "C", "C", "C", "C", "N", "H", "H", "H", "H", "H", "N", "H", "H", "H"],
  "coordinates": [[1.92, 0.21, 0.57], [0.73, -0.31, 0.21], [-0.29, -0.78, 1.14], [-1.26, -1.56, 0.75], [-0.06, -0.34, 2.49], [0.06, 0.14, 3.55], [2.22, 0.31, 1.58], [2.78, 0.47, -0.04], [0.56, -0.33, -0.86], [-1.45, -1.75, -0.30], [-2.04, -2.04, 1.49], [-0.77, 1.47, -2.37], [0.02, 0.89, -2.89], [-0.80, 2.50, -2.54], [-1.63, 1.12, -2.78]],
  "homo_energy_ev": -9.4,
  "smiles": "C=CC(=C)C#N.N",
  "orbital_gap_ev": 9.7,
  "relative_energy_kcal_mol": 53.9,
  "lumo_energy_ev": 0.31
}

---

{
  "formula": "C5H8N2",
  "method": "ωB97M-V/def2-TZVPD",
  "elements": ["C", "C", "C", "N", "C", "N", "C", "H", "H", "H", "H", "H", "H", "H", "H"],
  "coordinates": [[-2.91, -0.45, 0.65], [-0.78, -0.03, -0.57], [0.19, 0.78, -0.88], [1.50, 0.76, -0.35], [2.10, -0.36, 0.11], [3.37, -0.12, 0.47], [-1.81, -0.80, -0.32], [-3.89, -0.70, 0.22], [-2.81, -1.00, 1.59], [-2.89, 0.62, 0.87], [0.04, 1.54, -1.65], [2.00, 1.65, -0.42], [3.93, -0.90, 0.77], [3.85, 0.77, 0.38], [-1.89, -1.76, -0.84]],
  "homo_energy_ev": -8.3,
  "orbital_gap_ev": 9.4,
  "relative_energy_kcal_mol": 69.9,
  "lumo_energy_ev": 1.03
}

---

{
  "formula": "C5H8N2",
  "method": "ωB97M-V/def2-TZVPD",
  "elements": ["C", "C", "C", "N", "N", "C", "C", "H", "H", "H", "H", "H", "H", "H", "H"],
  "coordinates": [[2.43, -0.28, -0.01], [1.00, 0.09, 0.18], [0.45, 1.36, 0.48], [-0.87, 1.33, 0.49], [-1.19, 0.06, 0.23], [-2.49, -0.24, -0.31], [-0.10, -0.71, 0.03], [3.01, 0.58, -0.35], [2.52, -1.07, -0.77], [2.88, -0.66, 0.91], [0.98, 2.27, 0.69], [-2.50, 0.04, -1.37], [-3.25, 0.32, 0.22], [-2.67, -1.31, -0.23], [-0.20, -1.77, -0.19]],
  "homo_energy_ev": -8.9,
  "smiles": "Cc1cnn(C)c1",
  "orbital_gap_ev": 9.9,
  "relative_energy_kcal_mol": 14.9,
  "lumo_energy_ev": 1.01
}

---

{
  "formula": "C5H8N2",
  "method": "ωB97M-V/def2-TZVPD",
  "elements": ["C", "C", "C", "N", "N", "C", "C", "H", "H", "H", "H", "H", "H", "H", "H"],
  "coordinates": [[2.47, -0.32, 0.14], [1.04, 0.09, -0.04], [0.49, 1.33, 0.36], [-0.83, 1.35, 0.30], [-1.16, 0.13, -0.15], [-2.56, -0.23, -0.20], [-0.08, -0.65, -0.39], [3.15, 0.12, -0.60], [2.59, -1.41, 0.11], [2.80, 0.02, 1.13], [1.04, 2.20, 0.70], [-3.04, 0.14, -1.10], [-3.05, 0.20, 0.68], [-2.65, -1.32, -0.15], [-0.19, -1.65, -0.79]],
  "homo_energy_ev": -8.8,
  "smiles": "Cc1cnn(C)c1",
  "orbital_gap_ev": 9.8,
  "relative_energy_kcal_mol": 14.6,
  "lumo_energy_ev": 1.00
}

---

{
  "formula": "C5H8N2",
  "method": "ωB97M-V/def2-TZVPD",
  "elements": ["N", "C", "C", "N", "C", "C", "C", "H", "H", "H", "H", "H", "H", "H", "H"],
  "coordinates": [[2.07, -0.64, -0.11], [0.83, -0.11, 0.37], [0.70, 1.39, 0.52], [0.77, 2.54, 0.61], [-0.40, -0.27, -0.51], [-1.35, 0.80, 0.00], [-1.43, -1.26, -0.28], [2.79, -0.55, 0.60], [2.38, -0.13, -0.94], [0.61, -0.55, 1.35], [-0.22, -0.12, -1.57], [-1.62, 0.95, 1.05], [-1.63, 1.67, -0.61], [-1.92, -1.78, -1.11], [-1.45, -1.83, 0.65]],
  "homo_energy_ev": -8.3,
  "orbital_gap_ev": 8.9,
  "relative_energy_kcal_mol": 96.8,
  "lumo_energy_ev": 0.57
}

---

{
  "formula": "C5H8N2",
  "method": "ωB97M-V/def2-TZVPD",
  "elements": ["C", "C", "N", "C", "C", "N", "C", "H", "H", "H", "H", "H", "H", "H", "H"],
  "coordinates": [[0.72, 1.79, 2.08], [-0.09, 0.84, 1.68], [-0.74, -0.18, 1.48], [-1.42, -0.64, 0.25], [-0.62, -0.29, -1.07], [0.21, -1.22, -1.49], [1.44, -1.07, -1.71], [0.38, 2.58, 2.74], [1.73, 1.75, 1.74], [-1.66, -1.75, 0.47], [-2.34, -0.23, 0.14], [-1.38, -0.26, -1.82], [-0.25, 0.73, -0.98], [2.03, -1.95, -1.92], [1.99, -0.10, -1.59]],
  "homo_energy_ev": -8.5,
  "smiles": "C=C=NCCN=C",
  "orbital_gap_ev": 9.6,
  "relative_energy_kcal_mol": 75.8,
  "lumo_energy_ev": 1.02
}

---

{
  "formula": "C5H8N2",
  "method": "ωB97M-V/def2-TZVPD",
  "elements": ["C", "N", "C", "C", "C", "C", "N", "H", "H", "H", "H", "H", "H", "H", "H"],
  "coordinates": [[1.10, -1.16, 1.03], [0.24, -0.11, 0.54], [-0.57, 0.68, 1.30], [-1.42, 1.37, 0.46], [-1.10, 0.98, -0.87], [-0.07, 0.07, -0.79], [0.71, -0.59, -1.77], [1.82, -1.42, 0.25], [1.62, -0.83, 1.93], [0.51, -2.06, 1.27], [-0.47, 0.70, 2.38], [-2.16, 2.10, 0.77], [-1.57, 1.33, -1.78], [0.15, -1.15, -2.40], [1.23, 0.08, -2.33]],
  "homo_energy_ev": -8.0,
  "smiles": "Cn1cccc1N",
  "orbital_gap_ev": 9.0,
  "relative_energy_kcal_mol": 8.4,
  "lumo_energy_ev": 1.02
}

---

{
  "formula": "C5H8N2",
  "method": "ωB97M-V/def2-TZVPD",
  "elements": ["C", "N", "N", "C", "C", "C", "C", "H", "H", "H", "H", "H", "H", "H", "H"],
  "coordinates": [[1.47, -0.85, 0.23], [0.27, -1.47, -0.04], [-0.71, -0.54, -0.33], [-2.01, -0.13, -0.08], [-0.84, 0.59, 0.55], [0.23, 1.39, -0.08], [1.57, 0.62, -0.26], [2.24, -1.56, 0.47], [-2.54, 0.36, -1.18], [-2.65, -0.83, 0.53], [-0.64, 0.67, 1.80], [0.27, 2.31, 0.64], [-0.42, 1.59, -1.13], [2.03, 0.63, -1.16], [2.33, 1.09, 0.44]],
  "homo_energy_ev": -8.0,
  "smiles": "C1=NN2C[C@@H]2CC1",
  "orbital_gap_ev": 9.1,
  "relative_energy_kcal_mol": 157.3,
  "lumo_energy_ev": 1.12
}

---

{
  "formula": "C5H8N2",
  "method": "ωB97M-V/def2-TZVPD",
  "elements": ["H", "N", "C", "C", "C", "C", "C", "N", "H", "H", "H", "H", "H", "H", "H"],
  "coordinates": [[-0.43, 2.89, 1.08], [-0.75, 2.15, 0.46], [-0.29, 1.02, 0.67], [0.76, 0.57, 1.72], [-0.62, -0.20, -0.12], [0.09, -0.31, -1.41], [0.29, -1.46, -2.03], [-1.48, -1.00, 0.36], [-1.72, -1.77, -0.25], [0.22, 0.04, 2.51], [1.25, 1.45, 2.13], [1.53, -0.09, 1.31], [0.43, 0.63, -1.84], [-0.04, -2.40, -1.60], [0.78, -1.52, -2.98]],
  "homo_energy_ev": -9.5,
  "smiles": "[H]/N=C(C)/C(C=C)=N/[H]",
  "orbital_gap_ev": 10.0,
  "relative_energy_kcal_mol": 39.4,
  "lumo_energy_ev": 0.48
}

---

{
  "formula": "C5H8N2",
  "method": "ωB97M-V/def2-TZVPD",
  "elements": ["C", "N", "C", "C", "C", "N", "C", "H", "H", "H", "H", "H", "H", "H", "H"],
  "coordinates": [[-0.30, -2.26, 0.29], [-0.36, -0.83, 0.10], [-1.00, 0.03, 0.94], [-0.56, 1.30, 0.68], [0.40, 1.21, -0.37], [1.19, 2.27, -0.84], [0.49, -0.11, -0.72], [-1.05, -2.76, -0.31], [0.70, -2.62, 0.03], [-0.44, -2.49, 1.35], [-1.74, -0.34, 1.64], [-0.86, 2.20, 1.21], [0.68, 3.15, -0.88], [1.60, 2.08, -1.75], [1.06, -0.61, -1.49]],
  "homo_energy_ev": -7.4,
  "smiles": "Cn1ccc(N)c1",
  "orbital_gap_ev": 8.5,
  "relative_energy_kcal_mol": 12.7,
  "lumo_energy_ev": 1.07
}

---

{
  "formula": "C5H8N2",
  "method": "ωB97M-V/def2-TZVPD",
  "elements": ["C", "C", "C", "C", "N", "C", "N", "H", "H", "H", "H", "H", "H", "H", "H"],
  "coordinates": [[-0.88, 1.16, -0.05], [-0.19, -0.19, -0.14], [1.28, -0.13, -0.56], [2.03, 0.82, 0.27], [2.59, 1.59, 0.92], [-0.63, -1.29, 0.75], [-0.89, -1.35, -0.69], [-0.26, 1.96, -0.49], [-1.84, 1.15, -0.60], [-1.09, 1.45, 0.98], [1.36, 0.17, -1.61], [1.74, -1.12, -0.48], [-1.45, -1.08, 1.43], [0.08, -2.03, 1.12], [-1.86, -1.11, -0.88]],
  "homo_energy_ev": -10.0,
  "smiles": "C[C@@]1(CC#N)CN1",
  "orbital_gap_ev": 10.8,
  "relative_energy_kcal_mol": 31.1,
  "lumo_energy_ev": 0.87
}

---

{
  "formula": "C5H8N2",
  "method": "ωB97M-V/def2-TZVPD",
  "elements": ["C", "C", "C", "N", "N", "C", "C", "H", "H", "H", "H", "H", "H", "H", "H"],
  "coordinates": [[-1.57, 1.44, -1.29], [-0.65, 0.42, -0.69], [-0.92, -0.96, -0.62], [-0.07, -1.61, 0.16], [0.78, -0.66, 0.59], [1.82, -1.00, 1.52], [0.48, 0.57, 0.09], [-1.57, 1.44, -2.39], [-1.35, 2.45, -0.94], [-2.59, 1.20, -0.97], [-1.73, -1.49, -1.11], [2.69, -1.43, 1.01], [1.43, -1.73, 2.23], [2.12, -0.10, 2.07], [1.11, 1.42, 0.32]],
  "homo_energy_ev": -8.8,
  "smiles": "Cc1cnn(C)c1",
  "orbital_gap_ev": 9.8,
  "relative_energy_kcal_mol": 14.4,
  "lumo_energy_ev": 1.00
}

---

{
  "formula": "C5H8N2",
  "method": "ωB97M-V/def2-TZVPD",
  "elements": ["C", "C", "C", "N", "N", "C", "C", "H", "H", "H", "H", "H", "H", "H", "H"],
  "coordinates": [[-1.47, 1.34, 1.37], [-0.41, 0.42, 0.90], [0.18, -0.78, 1.39], [0.87, -1.40, 0.43], [0.77, -0.59, -0.63], [1.23, -0.99, -1.93], [0.05, 0.50, -0.39], [-2.28, 0.78, 1.85], [-1.88, 1.80, 0.47], [-1.09, 2.11, 2.03], [0.13, -1.22, 2.38], [0.52, -1.69, -2.39], [2.20, -1.46, -1.80], [1.32, -0.09, -2.55], [-0.14, 1.27, -1.13]],
  "homo_energy_ev": -8.8,
  "smiles": "Cc1cnn(C)c1",
  "orbital_gap_ev": 9.8,
  "relative_energy_kcal_mol": 17.8,
  "lumo_energy_ev": 0.99
}

---

{
  "formula": "C5H8N2",
  "method": "ωB97M-V/def2-TZVPD",
  "elements": ["C", "C", "C", "N", "C", "N", "C", "H", "H", "H", "H", "H", "H", "H", "H"],
  "coordinates": [[-1.78, -1.47, 1.87], [-0.64, -0.50, 2.02], [-0.41, 0.49, 1.20], [-0.23, 1.49, 0.49], [0.57, 1.40, -0.67], [0.69, 0.35, -1.36], [1.53, 0.42, -2.53], [-2.47, -1.38, 2.72], [-2.35, -1.29, 0.95], [-1.42, -2.51, 1.84], [0.05, -0.62, 2.85], [1.05, 2.36, -0.92], [0.96, 0.13, -3.41], [1.97, 1.42, -2.71], [2.35, -0.30, -2.42]],
  "homo_energy_ev": -8.8,
  "smiles": "CC=C=N/C=N/C",
  "orbital_gap_ev": 9.6,
  "relative_energy_kcal_mol": 47.9,
  "lumo_energy_ev": 0.78
}

---

{
  "formula": "C5H8N2",
  "method": "ωB97M-V/def2-TZVPD",
  "elements": ["C", "C", "C", "C", "C", "N", "N", "H", "H", "H", "H", "H", "H", "H", "H"],
  "coordinates": [[1.93, 0.91, 0.53], [0.67, 0.78, 0.17], [-0.49, 1.60, -0.09], [-1.35, 0.57, -0.26], [-0.31, -0.53, -0.09], [-0.48, -1.42, 1.00], [0.12, -1.27, -1.25], [2.34, 1.87, 0.82], [2.58, 0.06, 0.58], [-0.61, 2.67, -0.13], [-2.43, 0.52, -0.37], [-0.74, -0.95, 1.86], [-0.98, -2.27, 0.77], [-0.60, -1.91, -1.55], [0.35, -0.64, -2.00]],
  "homo_energy_ev": -8.4,
  "smiles": "C=C1C=CC1(N)N",
  "orbital_gap_ev": 9.5,
  "relative_energy_kcal_mol": 56.7,
  "lumo_energy_ev": 1.04
}

---

{
  "formula": "C5H8N2",
  "method": "ωB97M-V/def2-TZVPD",
  "elements": ["C", "N", "C", "C", "C", "C", "N", "H", "H", "H", "H", "H", "H", "H", "H"],
  "coordinates": [[-1.83, -1.11, 0.37], [-0.46, -0.72, 0.15], [2.42, -1.13, 0.60], [2.11, -0.02, -0.10], [1.18, 0.89, -0.40], [-0.22, 0.49, -0.20], [-1.17, 1.47, -0.47], [-2.49, -0.93, -0.49], [-1.88, -2.18, 0.59], [-2.28, -0.59, 1.24], [2.79, -1.99, 0.04], [3.25, 0.12, -0.10], [1.46, 1.84, -0.81], [-2.04, 1.42, 0.05], [-0.84, 2.42, -0.47]],
  "homo_energy_ev": -7.9,
  "orbital_gap_ev": 8.1,
  "relative_energy_kcal_mol": 107.4,
  "lumo_energy_ev": 0.19
}

---

{
  "formula": "C5H8N2",
  "method": "ωB97M-V/def2-TZVPD",
  "elements": ["C", "C", "C", "C", "N", "C", "N", "H", "H", "H", "H", "H", "H", "H", "H"],
  "coordinates": [[-0.98, 1.25, -0.37], [-0.22, -0.10, -0.20], [1.27, 0.01, -0.49], [1.94, 0.68, 0.65], [2.45, 1.21, 1.54], [-0.49, -1.43, 0.83], [-0.91, -1.27, -0.51], [-0.34, 2.02, -0.85], [-1.85, 1.15, -1.04], [-1.34, 1.70, 0.56], [1.52, 0.58, -1.39], [1.66, -1.00, -0.58], [-0.91, -1.05, 1.75], [0.02, -2.42, 0.97], [-1.84, -1.32, -0.88]],
  "homo_energy_ev": -9.4,
  "smiles": "C[C@@]1(CC#N)CN1",
  "orbital_gap_ev": 10.2,
  "relative_energy_kcal_mol": 66.6,
  "lumo_energy_ev": 0.85
}

---

{
  "formula": "C5H8N2",
  "method": "ωB97M-V/def2-TZVPD",
  "elements": ["C", "C", "C", "N", "C", "N", "C", "H", "H", "H", "H", "H", "H", "H", "H"],
  "coordinates": [[-2.78, 0.18, 0.02], [-1.27, 0.07, 0.04], [-0.53, 1.13, -0.27], [0.90, 0.91, -0.31], [1.36, -0.31, 0.03], [2.73, -0.77, 0.12], [0.94, -1.48, 0.33], [-3.21, -0.50, -0.73], [-3.22, -0.12, 0.98], [-3.17, 1.19, -0.21], [-0.82, 2.16, -0.56], [1.56, 1.67, -0.21], [3.25, -0.61, 0.97], [3.24, -0.99, -0.71], [1.03, -2.54, 0.51]],
  "homo_energy_ev": [-6.9, -6.9],
  "orbital_gap_ev": [7.2, 7.2],
  "relative_energy_kcal_mol": 154.7,
  "lumo_energy_ev": [0.30, 0.30]
}

---

{
  "formula": "C5H8N2",
  "method": "ωB97M-V/def2-TZVPD",
  "elements": ["C", "C", "C", "C", "N", "C", "N", "H", "H", "H", "H", "H", "H", "H", "H"],
  "coordinates": [[2.52, -0.54, -0.75], [-0.56, 0.29, 2.13], [-0.38, -0.53, 1.02], [-1.18, 0.23, 0.14], [-1.82, -0.20, -0.98], [-1.35, 1.55, 0.72], [-0.70, 1.60, 1.87], [2.37, -1.53, -0.31], [1.97, -0.47, -1.69], [3.58, -0.38, -0.94], [-0.24, -1.60, 0.99], [-2.76, 0.11, -1.15], [-1.63, -1.14, -1.31], [-1.88, 2.39, 0.29], [2.14, 0.22, -0.06]],
  "homo_energy_ev": [-8.5, -8.2],
  "orbital_gap_ev": [7.7, 7.7],
  "relative_energy_kcal_mol": 97.9,
  "lumo_energy_ev": [-0.73, -0.46]
}